Entry from the OMol25 dataset: a 3-piece molecular cluster, C13H22BF2NO11PS overall in a non-equilibrium geometry (ωB97M-V/def2-TZVPD).

Calculated values
Strongest force on any atom: 2.54 eV Å⁻¹
Gap between HOMO and LUMO: 6.7 eV
HOMO energy: -4.30 eV
Charge: -1

Geometry (Å):
1 S 1.664 0.311 0.253
2 P 0.482 -1.834 -4.016
3 F 1.858 3.953 4.429
4 F -3.974 -3.206 3.385
5 O 1.557 -2.977 -3.693
6 O 2.242 -0.470 -2.442
7 O 0.761 2.035 4.907
8 O 1.270 1.663 -2.275
9 O -2.654 -3.009 1.559
10 O 1.975 0.577 3.750
11 O -1.645 -1.072 2.006
12 O 0.059 -0.101 4.712
13 O -0.936 -2.370 -3.456
14 O 0.403 -1.515 -5.444
15 O -1.332 -2.028 0.004
16 N -0.915 1.230 -3.167
17 C 2.588 1.851 3.553
18 C 0.900 -0.510 -2.874
19 C 4.691 0.913 -0.647
20 C 0.525 0.941 -3.209
21 C -1.826 -2.031 1.078
22 C 0.857 0.744 4.469
23 C -3.683 -0.018 -1.272
24 C -2.739 -2.832 2.959
25 C 2.027 2.639 4.717
26 C -2.501 -1.346 3.113
27 C -3.012 1.236 -1.838
28 C 3.748 1.400 -1.497
29 C -1.474 1.103 -1.821
30 B 2.219 0.785 -1.604
31 H -1.043 1.859 -1.168
32 H 2.274 2.257 2.590
33 H 4.022 2.267 -2.108
34 H -1.253 0.132 -1.369
35 H -1.993 -3.463 3.446
36 H -0.863 -2.487 -2.499
37 H 5.197 1.511 0.115
38 H -3.529 -0.115 -0.198
39 H 4.940 -0.149 -0.634
40 H 3.671 1.764 3.569
41 H 0.335 -0.774 -1.958
42 H 2.604 2.557 5.641
43 H -2.018 -1.075 4.046
44 H 0.840 1.198 -4.226
45 H -3.432 -0.787 3.005
46 H -3.283 -0.892 -1.787
47 H 1.334 -0.973 0.090
48 H 1.839 -2.877 -2.774
49 H -3.316 2.149 -1.326
50 H -1.373 0.508 -3.719
51 H -3.340 1.322 -2.877
52 H -4.752 0.005 -1.497